Record 1
Density functional theory data (wB97M-V/def2-TZVPD) for an isolated molecule of C7H16NO5P in a non-equilibrium geometry.

Cartesian coordinates (Å):
1 C -1.967 1.075 2.869
2 C -2.474 1.749 1.558
3 O -1.291 1.848 0.658
4 P -1.247 0.854 -0.609
5 O -2.487 0.154 -0.876
6 O -0.363 1.443 -1.676
7 O -0.097 -0.381 0.110
8 N 0.511 -1.313 -0.921
9 C -0.556 -1.456 -1.980
10 C 0.973 -2.594 -0.285
11 C 1.657 -0.537 -1.438
12 C 2.545 0.052 -0.214
13 C 2.327 1.450 0.152
14 O 3.353 -0.601 0.403
15 H -1.315 1.755 3.398
16 H -2.728 0.949 3.640
17 H -1.622 0.141 2.841
18 H -2.821 2.750 1.639
19 H -3.211 1.155 1.094
20 H -1.543 -1.664 -1.314
21 H -0.746 -0.685 -2.713
22 H -0.410 -2.316 -2.517
23 H 1.421 -2.206 0.618
24 H 0.197 -3.285 -0.015
25 H 1.738 -2.917 -0.953
26 H 2.257 -1.146 -2.104
27 H 1.175 0.357 -1.956
28 H 3.296 1.764 0.592
29 H 2.023 2.009 -0.729
30 H 1.406 1.598 0.726

* calculated total energy: -1048.59627 hartree
* largest force on an atom: 5.214 eV/A
* highest occupied orbital energy: -9.869 eV
* lowest unoccupied orbital energy: 0.48 eV


Record 2
Density functional theory data (wB97M-V/def2-TZVPD) for an isolated molecule of C7H16O in a non-equilibrium geometry.

Cartesian coordinates (Å):
1 C 2.891 0.040 0.055
2 O 2.181 -0.894 -0.721
3 C 0.633 -1.213 -0.317
4 C 0.521 -1.614 1.134
5 C 0.025 -0.048 -0.992
6 C -1.370 0.303 -0.104
7 C -2.445 0.744 -1.096
8 C -1.071 1.417 0.893
9 H 2.404 1.026 0.076
10 H 3.008 -0.302 1.091
11 H 3.899 0.186 -0.353
12 H 0.443 -2.102 -0.925
13 H -0.426 -2.121 1.336
14 H 1.315 -2.331 1.368
15 H 0.663 -0.779 1.821
16 H -0.326 -0.345 -1.983
17 H 0.587 0.878 -1.113
18 H -1.769 -0.562 0.432
19 H -2.683 -0.061 -1.799
20 H -2.126 1.620 -1.669
21 H -3.373 1.006 -0.576
22 H -0.292 1.144 1.607
23 H -0.715 2.318 0.385
24 H -1.973 1.690 1.452

* calculated total energy: -351.48763 hartree
* largest force on an atom: 4.965 eV/A
* highest occupied orbital energy: -9.162 eV
* lowest unoccupied orbital energy: 1.00 eV


Record 3
Density functional theory data (wB97M-V/def2-TZVPD) for a cluster of 2 separate species, C7H16O in total in a non-equilibrium geometry.

Cartesian coordinates (Å):
1 C -0.412 4.070 1.183
2 C -0.546 2.604 1.469
3 C 0.249 1.650 1.026
4 C 0.050 0.160 1.208
5 C 0.166 -0.567 -0.126
6 C 1.632 -0.969 -0.427
7 C 2.034 -2.414 -0.128
8 H 0.632 4.377 1.159
9 H -0.914 4.663 1.946
10 H -0.855 4.340 0.228
11 H -1.385 2.342 2.105
12 H 1.095 1.882 0.368
13 H -0.914 -0.018 1.692
14 H 0.841 -0.178 1.876
15 H -0.453 -1.465 -0.083
16 H -0.124 0.048 -0.972
17 H 2.281 -0.259 0.096
18 H 1.837 -0.780 -1.478
19 H 1.944 -3.042 -1.017
20 H 3.055 -2.473 0.246
21 H 1.398 -2.883 0.623
22 O -3.612 -3.665 -3.971
23 H -4.122 -2.972 -3.537
24 H -3.880 -4.454 -3.486

* calculated total energy: -351.51400 hartree
* largest force on an atom: 1.135 eV/A
* highest occupied orbital energy: -9.150 eV
* lowest unoccupied orbital energy: 0.87 eV


Record 4
Density functional theory data (wB97M-V/def2-TZVPD) for an isolated molecule of C7H16O2 in a non-equilibrium geometry.

Cartesian coordinates (Å):
1 C 0.149 -0.320 -2.811
2 C 1.020 -0.457 -1.576
3 C 2.034 0.659 -1.433
4 C 0.122 -0.759 0.011
5 C -0.934 0.212 0.152
6 O -0.881 1.501 -0.351
7 C -1.055 0.316 2.034
8 C -0.502 -0.721 2.980
9 O -2.449 0.442 2.300
10 H 0.741 -0.413 -3.733
11 H -0.339 0.658 -2.859
12 H -0.624 -1.095 -2.845
13 H 1.553 -1.413 -1.635
14 H 2.616 0.558 -0.510
15 H 2.763 0.649 -2.256
16 H 1.572 1.651 -1.449
17 H -0.290 -1.760 -0.121
18 H 0.937 -0.795 0.731
19 H -1.901 -0.194 -0.152
20 H -0.051 1.915 -0.064
21 H -0.598 1.291 2.234
22 H 0.591 -0.712 2.975
23 H -0.790 -0.517 4.020
24 H -0.864 -1.725 2.735
25 H -2.821 1.029 1.621

* calculated total energy: -426.70762 hartree
* largest force on an atom: 5.938 eV/A
* highest occupied orbital energy: -8.323 eV
* lowest unoccupied orbital energy: 0.83 eV


Record 5
Density functional theory data (wB97M-V/def2-TZVPD) for an isolated molecule of C7H16O2S3 in a non-equilibrium geometry.

Cartesian coordinates (Å):
1 C 3.929 0.554 1.214
2 C 2.864 1.198 -1.002
3 C -1.853 -0.991 1.247
4 C -2.983 0.684 -0.339
5 C -3.101 -1.713 -0.868
6 C 2.673 1.074 0.520
7 C -2.224 -0.635 -0.226
8 O -1.089 0.332 -2.411
9 O 0.172 0.492 -0.267
10 S 1.240 -0.047 0.894
11 S 1.715 -1.833 0.436
12 S -0.674 -0.532 -1.315
13 H 4.323 -0.281 0.579
14 H 4.554 1.414 1.157
15 H 3.927 0.252 2.196
16 H 3.230 0.247 -1.402
17 H 3.516 2.045 -1.149
18 H 1.814 1.336 -1.455
19 H -1.378 -2.043 1.305
20 H -1.140 -0.188 1.657
21 H -2.666 -0.922 1.923
22 H -3.270 0.917 -1.379
23 H -2.270 1.370 0.185
24 H -3.873 0.906 0.275
25 H -2.423 -2.456 -1.363
26 H -3.731 -2.073 0.028
27 H -3.698 -1.062 -1.428
28 H 2.414 1.956 0.988

* calculated total energy: -1621.25167 hartree
* largest force on an atom: 3.466 eV/A
* highest occupied orbital energy: -8.458 eV
* lowest unoccupied orbital energy: 0.55 eV


Record 6
Density functional theory data (wB97M-V/def2-TZVPD) for an isolated molecule of C7H16O3 in a non-equilibrium geometry.

Cartesian coordinates (Å):
1 C -0.054 -1.873 -0.860
2 C -0.416 -0.550 -0.163
3 C 0.405 -0.207 1.073
4 C 0.368 -1.600 1.969
5 C -0.198 0.881 1.963
6 O 1.746 0.111 0.805
7 C -0.241 0.656 -1.356
8 C -0.352 2.121 -0.974
9 O -1.186 0.360 -2.373
10 O 1.052 0.480 -1.931
11 H 1.028 -1.997 -0.958
12 H -0.453 -2.727 -0.303
13 H -0.490 -1.930 -1.861
14 H -1.481 -0.570 0.090
15 H 0.660 -2.550 1.516
16 H -0.607 -1.732 2.444
17 H 1.117 -1.514 2.764
18 H -1.280 0.765 2.063
19 H 0.027 1.885 1.600
20 H 0.244 0.847 2.965
21 H 1.906 0.047 -0.162
22 H -0.339 2.756 -1.874
23 H 0.507 2.456 -0.386
24 H -1.288 2.327 -0.448
25 H -1.565 1.188 -2.718
26 H 0.890 0.371 -2.886

* calculated total energy: -502.01809 hartree
* largest force on an atom: 3.329 eV/A
* highest occupied orbital energy: -9.521 eV
* lowest unoccupied orbital energy: 0.60 eV


Record 7
Density functional theory data (wB97M-V/def2-TZVPD) for a cluster of 3 separate species, C7H16O3 in total in a non-equilibrium geometry.

Cartesian coordinates (Å):
1 C -1.015 -0.967 -0.810
2 C 0.295 0.955 0.476
3 C 0.753 -0.386 0.393
4 C -2.454 -0.606 -0.550
5 C 2.156 1.144 1.328
6 C -0.626 1.397 1.577
7 C 1.786 -0.905 -0.572
8 O -0.859 -2.362 -0.899
9 O -0.618 -0.372 -2.067
10 O 0.204 1.725 -0.625
11 H -1.158 -0.738 -2.791
12 H -1.620 -2.764 -1.358
13 H 0.113 1.136 -1.417
14 H 0.593 -0.980 1.285
15 H -3.118 -1.053 -1.319
16 H -2.622 0.471 -0.611
17 H -2.781 -0.979 0.422
18 H -0.486 0.808 2.482
19 H 2.895 0.389 1.586
20 H 1.883 1.663 2.243
21 H 2.641 1.812 0.620
22 H -1.662 1.320 1.244
23 H -0.453 2.452 1.798
24 H 2.008 -0.188 -1.363
25 H 2.708 -1.146 -0.037
26 H 1.436 -1.827 -1.036

* calculated total energy: -501.87591 hartree
* largest force on an atom: 4.422 eV/A
* highest occupied orbital energy: -7.089 eV
* lowest unoccupied orbital energy: 0.65 eV


Record 8
Density functional theory data (wB97M-V/def2-TZVPD) for a structure of composition C7H17AlClNO4P in a non-equilibrium geometry.

Cartesian coordinates (Å):
1 C 1.261 -0.463 -1.705
2 O 0.346 0.215 -0.841
3 C -0.118 1.469 -1.415
4 Al -1.811 1.326 -2.556
5 Cl -1.330 0.766 -4.723
6 C -3.298 0.174 -1.749
7 P -2.992 -1.658 -1.770
8 O -1.543 -2.081 -1.569
9 O -3.555 -2.431 -3.158
10 O -3.881 -2.345 -0.470
11 H 2.321 -0.341 -1.306
12 H 1.162 -0.128 -2.779
13 H 1.055 -1.578 -1.700
14 H -0.345 2.163 -0.537
15 H 0.719 1.907 -2.057
16 H -2.409 2.823 -2.639
17 H -3.485 0.577 -0.699
18 H -4.259 0.368 -2.333
19 H -2.742 -2.645 -3.660
20 H -3.593 -1.901 0.349
21 C 3.770 0.220 3.169
22 C 2.419 -0.139 3.780
23 C 1.252 0.081 2.815
24 C 1.181 1.518 2.416
25 N 1.126 2.635 2.104
26 H 3.824 1.279 2.907
27 H 4.574 0.020 3.881
28 H 3.960 -0.368 2.267
29 H 2.269 0.458 4.685
30 H 2.435 -1.189 4.086
31 H 0.311 -0.201 3.291
32 H 1.374 -0.530 1.917

* calculated total energy: -1676.80418 hartree
* largest force on an atom: 2.672 eV/A
* highest occupied orbital energy: -4.424 eV
* charge: -1
* lowest unoccupied orbital energy: 2.75 eV